[1]
Here is a structure of composition C8H6F12N4O8S4Zn from OMol25. Energies are from ωB97M-V/def2-TZVPD.

Structure (XYZ):
```
43
C8H6F12N4O8S4Zn | OMol25 | ωB97M-V/def2-TZVPD
Zn 0.77873 4.98982 10.99538
C -3.09156 5.77703 9.89044
F -2.65638 6.88488 9.24085
F -4.37997 5.66886 9.98286
F -2.55830 4.78270 9.12810
S -2.33955 5.70794 11.65856
O -3.17664 6.49400 12.49923
O -2.34970 4.29929 12.02264
N -0.68577 6.23690 11.37277
S -0.72086 7.81377 11.62278
O 0.51802 8.36528 11.11710
O -1.92218 8.47305 11.23297
C -0.63994 8.02695 13.55524
F 0.04184 6.97459 14.02105
F 0.03519 9.13750 13.76810
F -1.79978 8.11218 14.14621
C -8.79400 5.32950 14.10687
F -8.19874 5.81464 13.01460
F -9.87209 6.04736 14.44466
F -9.25087 4.08780 13.80455
S -7.53174 5.27555 15.53364
O -6.63896 6.37952 15.27044
O -8.32323 5.45243 16.73310
N -6.82499 3.70905 15.54462
S -5.50529 3.88310 14.68103
O -4.92501 2.62483 14.28473
O -5.61730 4.77054 13.53118
C -4.07423 4.59487 15.79652
F -3.35957 5.60696 15.24664
F -4.52705 5.04667 16.98965
F -3.22726 3.59155 16.11719
C -0.22059 3.57710 15.10359
C 0.16993 3.60480 13.71278
N 0.40681 3.67770 12.59526
H -1.18620 4.05446 15.26091
H 0.56229 3.92086 15.77665
H -0.27517 2.49627 15.28966
C 0.10050 7.66888 7.38323
C 0.66721 6.68326 8.30131
N 1.13904 5.91529 9.00606
H 0.52216 7.54240 6.38729
H 0.32171 8.65975 7.77326
H -0.96334 7.43964 7.32021
```

Values from the calculation:
Orbital gap: 5.440 eV
LUMO: -3.31 eV
E_HOMO: -8.749 eV



[2]
Here is a cluster of 2 separate species, C8H6N2O in total from OMol25. Energies are from ωB97M-V/def2-TZVPD.

Structure (XYZ):
```
17
C8H6N2O | OMol25 | ωB97M-V/def2-TZVPD
C 1.43134 0.27951 -2.90346
C -1.84932 -1.08055 1.32837
C -1.87438 -0.45078 0.08841
C -0.71565 -1.01792 2.13064
C -0.77360 0.24780 -0.35289
C 0.40060 -0.33721 1.70250
C 0.37815 0.30709 0.44834
C 1.34487 1.52164 -2.46195
N 1.31273 -0.80401 -3.34676
N 1.43485 1.02561 -0.01714
O 2.51060 1.16037 0.53961
H -2.71812 -1.62674 1.66858
H -2.75816 -0.51113 -0.52791
H -0.71344 -1.50774 3.09422
H -0.75470 0.75096 -1.30892
H 1.30261 -0.28002 2.29375
H 2.04160 2.32314 -2.37538
```

Values from the calculation:
Orbital gap (spin up / spin down): 6.868 / 7.160 eV
LUMO (spin up / spin down): -1.66 / -1.61 eV
E_HOMO (spin up / spin down): -8.530 / -8.768 eV



[3]
Here is the molecule C8H6N2O from OMol25. Energies are from ωB97M-V/def2-TZVPD.

Structure (XYZ):
```
17
C8H6N2O | OMol25 | ωB97M-V/def2-TZVPD
C 1.83881 -1.61148 -1.69614
C 1.56356 -2.04350 -0.37496
C 0.65477 -1.16001 0.28718
C 0.11255 -0.06296 -0.23846
C -0.74018 0.88497 0.49124
N -0.82008 2.13747 0.39231
C -1.81336 2.45989 1.31223
C -2.13807 1.37657 1.98279
O -1.48819 0.33181 1.44997
N 0.45027 0.32028 -1.49524
C 1.20820 -0.55223 -2.22358
H 2.40642 -2.21677 -2.55881
H 2.02913 -3.07135 0.19955
H 0.22330 -1.38977 1.40003
H -2.12469 3.57990 1.38443
H -2.83789 1.13335 2.78389
H 1.47546 -0.11618 -3.09645
```

Values from the calculation:
SMILES: c1ccc(-c2ncco2)nc1
Orbital gap: 9.603 eV
LUMO: 0.40 eV
E_HOMO: -9.200 eV



[4]
Here is the molecule C8H6N2O2 from OMol25. Energies are from ωB97M-V/def2-TZVPD.

Structure (XYZ):
```
18
C8H6N2O2 | OMol25 | ωB97M-V/def2-TZVPD
O -3.65806 -0.44657 -0.31831
C -2.95012 0.33830 0.20053
C -1.41703 0.83521 -0.02361
N -1.12352 2.11835 -0.01707
C 0.22304 2.23410 -0.03583
C 0.77749 0.97494 -0.07096
C 2.11169 0.60221 -0.11763
C 2.37832 -0.70731 0.08590
C 1.32257 -1.67560 0.09830
C 0.06393 -1.35445 -0.06449
O -1.02803 -2.14688 0.07307
N -0.26804 0.06343 -0.13359
H -3.44008 1.07241 0.81622
H 0.86354 3.20574 -0.08553
H 2.87013 1.37043 -0.29207
H 3.33239 -1.02121 0.04039
H 1.42039 -2.69105 0.35259
H -1.47862 -2.77203 -0.50792
```

Values from the calculation:
SMILES: O=Cc1ncc2cccc(O)n12
Orbital gap: 8.574 eV
LUMO: 0.57 eV
E_HOMO: -8.000 eV



Relative energy (zero: lowest compared OMol25 entry of this formula, charge and spin)? In order: 98.03, 165.88, 64.56, 69.82 kcal/mol.